Below is a molecular structure, C28H62Cl8O21S3 at a distorted geometry, with properties calculated with ωB97M-V/def2-TZVPD.

Each line ends with the Mulliken charge.
Element x y z (Å)
C  -2.8382  4.5448  4.2057  -0.739
O  -3.5161  3.2528  4.2547  -0.010
C  -4.7126  3.2674  3.4902  -0.630
C  -5.4350  2.0041  3.5559  -0.583
O  -4.8035  1.0746  2.6827  0.310
C  -5.5412  -0.1327  2.4963  -0.484
C  -6.2736  -0.2216  1.1785  -0.728
O  -5.3542  -0.4942  0.1227  -0.229
C  -5.1841  0.5237  -0.8580  -0.185
H  -2.8578  4.8649  3.1677  0.194
H  -1.8392  4.4582  4.6255  0.230
H  -3.4486  5.2783  4.7554  0.310
H  -4.6032  3.5594  2.4543  0.113
H  -5.3610  4.0447  3.9367  0.471
H  -6.4852  2.2136  3.2528  0.352
H  -5.4610  1.5430  4.5387  0.174
H  -6.1814  -0.2938  3.3919  0.437
H  -4.8177  -0.9481  2.4221  0.148
H  -6.7575  0.7671  0.9875  0.332
H  -6.9903  -1.0268  1.2578  0.375
H  -4.5566  1.3822  -0.4987  0.102
H  -6.1312  0.9767  -1.2273  0.404
H  -4.6312  0.0560  -1.6760  -0.229
C  4.4409  -0.1561  -1.0202  -0.275
O  4.2672  -0.9308  -2.2350  -0.389
C  4.2164  -2.2720  -1.8911  -0.342
C  4.3398  -3.0353  -3.2114  -0.866
O  5.6135  -2.9090  -3.8145  -0.258
C  5.6060  -3.4542  -5.1110  -0.488
C  7.0423  -3.4565  -5.5711  -0.538
O  7.3150  -2.3209  -6.3420  -0.300
C  8.6714  -2.0024  -6.4203  -0.723
H  3.4922  -0.1710  -0.4170  -0.215
H  4.6978  0.8597  -1.2574  0.333
H  5.1862  -0.6639  -0.4090  0.409
H  3.3661  -2.5974  -1.2701  0.245
H  5.1629  -2.5728  -1.4189  0.615
H  3.6164  -2.5949  -3.9362  0.313
H  4.0364  -4.0656  -3.0155  0.390
H  4.9797  -2.9001  -5.8399  0.313
H  5.2707  -4.4913  -5.0391  0.331
H  7.3464  -4.3246  -6.1775  0.357
H  7.6441  -3.4374  -4.6582  0.326
H  9.2388  -2.7736  -6.9610  0.282
H  9.1257  -1.8294  -5.4375  0.308
H  8.6747  -1.1012  -7.0093  0.253
C  -0.3757  1.9702  -6.9768  -0.687
O  -0.9436  0.7589  -6.5738  -0.400
C  -1.9110  0.8113  -5.5582  -0.682
C  -1.2857  1.0142  -4.2042  -0.016
O  -0.5589  -0.1483  -3.9244  -0.371
C  0.1294  -0.0688  -2.7158  -0.104
C  0.8080  -1.4008  -2.4052  0.131
O  -0.2071  -2.3814  -2.1352  -0.123
C  0.3448  -3.5960  -1.5861  -0.704
H  0.4431  2.2514  -6.3318  0.246
H  -1.1409  2.7680  -6.9930  0.313
H  -0.0053  1.9096  -7.9982  0.268
H  -2.4082  -0.1453  -5.5284  0.190
H  -2.6447  1.5667  -5.8591  0.459
H  -2.1036  1.1488  -3.4685  0.135
H  -0.6586  1.9039  -4.2129  0.357
H  -0.5162  0.1729  -1.8496  -0.270
H  0.9228  0.6859  -2.7761  0.564
H  1.3908  -1.2649  -1.4896  -0.016
H  1.4674  -1.6797  -3.2250  0.037
H  0.9043  -4.1868  -2.3249  0.235
H  -0.5055  -4.2601  -1.3721  0.265
H  0.8656  -3.3570  -0.6303  0.231
C  -0.4332  -3.8251  4.8433  0.552
Cl  1.2169  -4.2195  4.3098  -0.180
Cl  -1.4796  -5.2461  5.2598  -0.189
H  -0.3083  -3.2767  5.7380  0.204
H  -0.9395  -3.2445  4.0542  -0.413
C  -1.2936  4.4838  -0.1587  -0.587
Cl  -2.8869  4.1047  0.4027  -0.119
Cl  -0.6645  3.2236  -1.1594  0.007
H  -1.3882  5.3714  -0.7585  0.460
H  -0.5950  4.6966  0.6304  0.245
C  3.9559  -0.1939  4.2332  0.737
Cl  4.3877  1.2256  5.1345  -0.179
Cl  4.4276  -1.6365  5.1115  -0.182
H  2.9005  -0.1878  4.0073  -0.428
H  4.5138  -0.1585  3.3001  0.068
C  -3.0373  -1.9834  -2.9490  0.530
Cl  -4.5250  -1.6383  -3.7849  -0.179
Cl  -3.2997  -3.1757  -1.7138  -0.164
H  -2.2554  -2.3713  -3.5954  0.325
H  -2.6663  -1.0872  -2.4886  -0.507
C  -1.9882  0.9673  6.0461  -0.143
C  -3.4620  1.0006  6.5348  -0.293
O  -4.0179  -0.0853  5.6972  -0.316
S  -2.9698  -1.3242  5.5505  0.925
O  -2.9691  -1.7219  4.1482  -0.435
O  -3.1205  -2.4055  6.5261  -0.547
O  -1.7002  -0.4150  5.9362  -0.202
H  -1.2566  1.3482  6.7625  0.375
H  -1.9015  1.3978  5.0728  0.063
H  -3.9746  1.9267  6.3103  0.234
H  -3.6044  0.6789  7.5743  0.335
C  2.6175  2.8370  -0.0006  0.432
C  2.4003  2.4895  1.6162  0.327
O  3.2151  3.4238  2.2369  -0.423
S  4.6220  3.4648  1.3589  1.049
O  5.3378  2.1756  1.5021  -0.507
O  5.3223  4.7187  1.5891  -0.589
O  3.8851  3.4919  -0.0784  -0.350
H  1.9259  3.5893  -0.3642  0.128
H  2.5613  1.9568  -0.6306  -0.230
H  2.5811  1.4547  1.9040  -0.177
H  1.4402  2.8862  1.9245  0.247
C  -1.8670  -1.2571  0.9765  0.579
C  -2.0315  0.0838  1.7527  0.773
O  -0.5844  0.5421  1.7539  0.008
S  0.3036  -0.7041  2.2330  1.155
O  0.3395  -0.8049  3.6928  -0.665
O  1.5660  -0.5644  1.5561  -0.529
O  -0.6089  -1.8578  1.5970  -0.416
H  -1.6156  -1.1160  -0.0755  -0.654
H  -2.6695  -1.9615  1.0977  0.509
H  -2.4962  0.1175  2.7504  -1.036
H  -2.4911  0.8392  1.1170  0.098

Atomic forces in eV per Å
-1.6 -0.7 -0.1
0.9 0.5 -0.4
-0.1 1.9 1.4
-0.8 -1.5 -0.7
-0.2 -0.1 -0.4
0.4 -0.3 0.5
0.2 1.7 -0.1
-0.2 0.3 -0.1
0.4 0.7 0.3
0.6 0.2 -0.1
-0.1 -0.1 -0.1
0.3 -0.1 0.1
0.6 0.0 -0.4
0.0 -0.1 -0.1
0.4 -0.2 0.0
-0.1 0.2 0.4
0.1 -0.1 -0.6
0.1 0.0 0.5
-0.1 -0.8 0.0
-0.4 -0.2 -0.3
-0.4 -0.6 0.1
0.4 -0.6 0.2
-0.3 0.1 0.0
-1.2 -1.1 -0.1
-0.3 1.5 1.5
1.7 -1.3 -1.6
-1.5 0.8 -0.5
-0.6 0.2 0.8
0.5 -0.5 -0.3
0.6 -0.1 -0.2
-0.6 0.4 0.2
0.0 -0.1 -0.3
0.6 0.0 -0.5
0.3 0.3 -0.2
0.3 0.4 0.1
0.0 0.2 -0.3
-0.2 0.2 0.7
0.0 -0.3 0.4
0.3 -0.4 -0.2
0.1 -0.1 0.5
-0.3 -0.1 -0.2
-0.4 -0.2 0.3
0.2 -0.1 0.0
0.0 0.0 0.1
-0.1 0.0 0.0
0.5 0.4 -0.1
-0.7 0.6 0.0
0.2 -1.0 -0.7
0.3 0.4 -0.5
-0.9 0.2 -0.1
-0.1 -0.1 0.1
0.7 -0.7 0.6
-0.9 0.2 0.4
0.8 -0.3 -0.1
-1.0 0.2 0.2
0.3 0.3 0.3
0.2 0.0 0.2
0.1 -0.4 0.0
-0.2 -0.4 -0.2
-0.1 0.2 0.6
0.3 0.1 0.0
0.3 0.2 0.2
-0.1 0.1 -0.3
0.0 0.2 0.1
0.3 0.1 0.0
0.0 -0.3 -0.1
0.5 0.6 0.2
0.1 0.5 0.2
0.0 -0.4 -0.7
-0.5 -0.5 -0.9
-0.4 -0.2 -0.1
0.7 0.5 -0.4
-0.1 0.6 0.8
0.3 -0.4 0.5
0.2 0.9 -0.4
-0.7 -0.2 0.6
0.4 -0.8 -0.6
0.0 0.3 -0.3
0.0 -0.2 0.6
0.3 -0.1 -0.8
0.0 0.9 0.4
-0.1 -0.5 0.0
-0.3 -0.2 0.3
0.0 -0.1 0.1
0.8 -0.2 -0.1
-0.4 0.2 -0.6
-0.2 -0.7 0.8
-0.3 0.1 -0.3
0.0 0.4 0.2
-0.8 0.0 1.2
0.8 -1.4 -0.4
0.1 -0.5 0.3
-0.2 -0.9 0.0
0.0 0.9 1.9
0.2 2.6 -1.6
-0.1 -1.8 -0.1
-0.2 0.2 -0.2
0.0 0.6 -0.6
-0.1 -0.1 -0.2
0.3 0.3 -0.2
-0.6 -0.3 1.8
-1.2 0.9 -2.4
3.3 0.7 -0.2
1.7 -0.7 0.8
-1.9 2.9 -0.3
-1.6 -2.3 -0.4
0.8 -0.1 0.9
-0.3 -0.2 0.2
0.3 -0.1 0.0
0.1 0.2 -0.2
-0.7 -0.9 -0.2
1.2 0.6 1.4
1.2 0.3 -1.5
-0.9 -1.0 0.9
0.1 0.4 1.2
-0.4 0.0 -2.5
-0.8 -0.5 0.2
-0.5 0.9 0.0
-0.1 0.1 0.1
-0.1 -0.3 0.2
0.5 -0.5 -0.5
-0.2 -0.1 0.1

Highest occupied orbital energy = -0.3502 Eh
Energy = -7559.90207 a.u.
Max |F| = 3.4 eV/Å
Molecular weight = 1114.61 u
LUMO = -0.0054 Eh
Gap between HOMO and LUMO = 9.38 eV